1.
14
Properties=species:S:1:pos:R:3:lowdin_charge:R:1 method="wB97M-V/def2-TZVPD" energy_ha=-361.73515 homo_ev=-8.60 charge=0 multiplicity=1 smiles="O/C=C1/CN1.C=O"
O 0.84 -2.04 -1.07 -0.0218
C 0.30 -1.13 -1.65 -0.1427
C -0.13 0.55 0.56 -0.3157
C -1.44 1.16 0.48 -0.0975
N -1.25 -0.28 0.78 0.0569
C 1.19 0.61 0.57 -0.1745
O 2.03 -0.42 0.83 0.0016
H 1.69 -1.24 0.44 0.0711
H 0.87 -0.35 -2.17 0.0967
H -0.80 -1.09 -1.72 0.0894
H -1.91 1.37 -0.47 0.0988
H -1.72 1.82 1.30 0.1039
H -1.38 -0.50 1.76 0.1107
H 1.70 1.54 0.36 0.1232

2.
76
Properties=species:S:1:pos:R:3:lowdin_charge:R:1 method="wB97M-V/def2-TZVPD" energy_ha=-3118.41117 homo_ev="-12.50 / -12.50" charge=+2 multiplicity=1
Pt 1.17 -0.05 1.19 1.2033
C 1.29 5.09 -0.68 0.0244
C 1.51 4.45 0.63 -0.2815
N 1.61 5.03 1.78 0.1813
N 1.80 4.02 2.68 0.0870
C 1.83 2.82 2.12 -0.6362
S 2.10 1.32 2.88 0.8579
N 1.64 3.08 0.81 -0.0669
N 1.51 2.05 -0.12 0.0727
H 1.35 6.17 -0.56 0.1050
H 0.30 4.85 -1.07 0.0989
H 2.03 4.77 -1.41 0.0927
H 1.87 4.23 3.66 0.1866
H 0.81 2.31 -0.81 0.1069
H 2.40 1.89 -0.59 0.1143
C 0.58 1.00 -5.73 -0.0329
C 1.83 0.83 -4.85 -0.5549
C 2.04 2.12 -4.04 -0.0680
C 3.06 0.59 -5.73 -0.0257
C 1.64 -0.38 -3.94 -0.1584
C 1.32 -1.64 -4.50 0.0025
C 1.15 -2.77 -3.73 -0.0330
C 1.29 -2.66 -2.35 -0.4302
S 1.14 -3.87 -1.11 1.2144
C 1.45 -2.69 0.08 -0.5256
N 1.67 -1.48 -0.38 -0.0472
C 1.59 -1.43 -1.77 -0.2985
C 1.79 -0.30 -2.57 0.0074
C 1.43 -2.88 1.52 -0.2428
C 1.38 -4.12 2.14 -0.0079
C 1.41 -4.19 3.53 -0.0351
C 1.49 -3.03 4.28 -0.0309
C 1.52 -1.78 3.66 -0.1126
C 1.49 -1.73 2.29 -0.2254
H 0.63 1.95 -6.26 0.0954
H -0.33 0.99 -5.12 0.0859
H 0.50 0.21 -6.47 0.0869
H 2.15 2.96 -4.73 0.0969
H 2.95 2.07 -3.44 0.0856
H 1.18 2.33 -3.40 0.0750
H 3.19 1.43 -6.43 0.0982
H 2.95 -0.32 -6.33 0.0881
H 3.97 0.50 -5.13 0.0965
H 1.21 -1.73 -5.57 0.1247
H 0.92 -3.72 -4.19 0.1268
H 2.05 0.63 -2.08 0.0710
H 1.33 -5.03 1.55 0.1187
H 1.38 -5.16 4.02 0.1231
H 1.53 -3.09 5.36 0.1277
H 1.55 -0.89 4.27 0.0630
N -5.71 -3.03 4.17 0.1511
C -4.69 -2.16 3.98 -0.2886
C -3.35 -2.59 4.16 -0.0093
C -2.33 -1.70 4.00 -0.0430
C -2.62 -0.36 3.67 -0.3219
C -3.94 0.06 3.45 -0.0633
C -4.96 -0.83 3.61 -0.0064
S -1.32 0.74 3.46 0.6077
O -1.79 2.08 3.34 -0.2636
O -0.28 0.41 4.38 -0.3413
N -0.74 0.25 1.93 -0.1625
C -1.51 0.36 0.78 -0.4624
N -2.81 0.58 0.81 0.1673
C -3.42 0.67 -0.37 -0.0571
C -2.75 0.51 -1.58 -0.0152
C -1.40 0.25 -1.50 -0.0890
N -0.78 0.18 -0.32 0.0453
H -5.54 -3.96 4.51 0.1160
H -6.66 -2.72 4.12 0.1171
H -3.15 -3.62 4.43 0.1186
H -1.30 -2.00 4.16 0.1046
H -4.12 1.10 3.19 0.1176
H -5.99 -0.51 3.46 0.1210
H -4.48 0.87 -0.33 0.1302
H -3.26 0.58 -2.53 0.1162
H -0.80 0.09 -2.38 0.1058

3.
92
Properties=species:S:1:pos:R:3:lowdin_charge:R:1 method="wB97M-V/def2-TZVPD" energy_ha=-10615.76641 homo_ev=-4.52 charge=0 multiplicity=1
C 2.03 1.23 1.54 0.0559
C 0.84 1.72 1.19 -0.0825
C -0.32 1.01 0.52 -0.2655
C -0.62 1.80 -0.77 -0.0923
C -1.44 1.14 -1.89 -0.2673
N -0.99 1.67 -3.19 0.0318
N -0.06 -0.43 0.29 0.0928
C 1.04 -0.90 -0.61 -0.1016
C 1.87 0.09 -1.42 -0.1564
C 3.26 -0.51 -1.69 -0.1812
C 4.32 0.57 -1.57 -0.2393
N 5.65 0.03 -1.82 -0.0006
C 6.54 0.04 -0.73 -0.5219
N 7.30 1.04 -0.52 0.1422
N 6.45 -1.13 0.12 0.0796
C -0.85 -1.26 0.87 -0.0830
C -0.45 -2.72 0.66 -0.5495
Cl -1.80 -3.87 0.80 0.7967
C 0.79 -3.19 1.51 -0.6989
C 0.70 -4.55 2.18 -0.1514
Cl 1.33 -1.96 2.68 0.7586
C -2.06 -0.58 1.56 -0.1865
C -3.27 -0.43 0.60 -0.0924
C -3.93 -1.65 -0.05 -0.2238
C -5.31 -1.31 -0.61 -0.8179
F -6.10 -0.75 0.35 0.0151
Br -6.14 -2.99 -1.16 0.8428
C -5.34 -0.35 -1.82 -0.9345
F -6.59 -0.18 -2.25 0.0447
F -4.90 0.87 -1.40 0.0426
Br -4.26 -0.93 -3.31 0.8695
N -2.29 -0.87 2.98 -0.0202
C -3.40 -0.11 3.58 -0.0357
C -2.47 -2.24 3.45 -0.4759
C -3.85 -2.85 3.44 -0.0097
O -1.55 -2.82 3.97 0.0987
C -1.48 0.95 1.56 -0.2697
F -0.90 1.12 2.81 0.0288
C -2.51 2.08 1.46 -0.1299
C -2.07 3.41 2.06 -0.2664
C -3.24 4.39 1.98 -0.6127
Br -2.99 5.86 3.22 0.6493
H 2.37 0.22 1.36 0.0349
H 2.73 1.87 2.07 0.0811
H 0.65 2.78 1.35 0.1197
H -1.07 2.75 -0.49 0.1177
H 0.32 2.06 -1.25 0.1097
H -2.50 1.37 -1.75 0.0789
H -1.28 0.06 -1.90 0.1018
H -1.64 2.36 -3.53 0.0746
H -1.00 0.93 -3.88 0.0708
H 1.70 -1.54 -0.04 0.0862
H 0.55 -1.55 -1.34 0.1373
H 1.98 1.07 -0.99 0.0858
H 1.39 0.23 -2.39 0.1207
H 3.31 -0.91 -2.70 0.1033
H 3.50 -1.31 -0.98 0.1033
H 4.27 1.00 -0.57 0.1111
H 4.11 1.34 -2.31 0.1030
H 5.56 -0.91 -2.18 0.1152
H 7.86 0.89 0.32 0.0303
H 7.01 -1.88 -0.26 0.0726
H 6.83 -0.90 1.03 0.0574
H -0.18 -2.85 -0.38 0.0898
H 1.61 -3.26 0.80 0.0925
H -0.05 -4.60 2.95 0.0596
H 0.57 -5.34 1.44 0.0810
H 1.67 -4.72 2.66 0.0847
H -4.05 0.12 1.11 0.0992
H -2.93 0.20 -0.21 0.0812
H -4.10 -2.44 0.67 0.0576
H -3.31 -2.02 -0.86 0.0780
H -3.08 0.91 3.78 0.0965
H -4.34 -0.13 3.02 0.0898
H -3.60 -0.55 4.56 0.1099
H -3.80 -3.86 3.05 0.0796
H -4.61 -2.26 2.94 0.0699
H -4.15 -2.94 4.49 0.1019
H -3.45 1.80 1.93 0.1009
H -2.77 2.27 0.42 0.1156
H -1.26 3.86 1.48 0.1054
H -1.78 3.32 3.10 0.1001
H -4.18 3.92 2.25 0.0594
H -3.31 4.85 1.00 0.0614
C 5.35 2.20 -5.59 -0.1510
C 5.52 1.13 -4.49 -0.5808
O 4.42 0.35 -4.30 -0.3653
H 4.52 2.87 -5.33 0.0463
H 6.26 2.81 -5.70 0.0480
H 5.13 1.74 -6.55 0.0465
H 5.86 1.68 -3.58 0.0656
H 6.45 0.56 -4.78 0.0790

4.
18
Properties=species:S:1:pos:R:3:lowdin_charge:R:1 method="wB97M-V/def2-TZVPD" energy_ha=-339.57978 homo_ev=-12.89 charge=+1 multiplicity=1
C -0.04 -2.04 -1.68 -0.3655
C 0.13 2.18 -0.03 0.0295
C -0.93 1.07 1.82 -0.0318
N -0.50 -1.44 -0.62 0.0263
N 1.27 -2.10 -1.86 0.0577
N 0.17 1.06 0.89 -0.2910
N 0.99 0.14 0.81 0.2749
H -0.61 -2.83 -2.29 0.1552
H -0.73 1.95 -0.59 0.0964
H -0.05 3.10 0.62 0.1346
H 1.13 2.21 -0.48 0.1170
H -1.11 2.09 2.21 0.1044
H -1.94 0.67 1.36 0.1488
H -0.74 0.49 2.82 0.1417
H 1.60 -2.73 -2.69 0.1527
H 2.02 -1.90 -1.17 0.1161
H 0.85 -0.65 1.37 0.0785
H -1.51 -1.26 -0.49 0.0545

5.
84
Properties=species:S:1:pos:R:3:lowdin_charge:R:1 method="wB97M-V/def2-TZVPD" energy_ha=-4051.64617 homo_ev=-12.04 charge=+1 multiplicity=1 smiles=C#CCc1cc(F)c2cc(CCCCCCCCCCCCCCCCCCCC)[n+](Br)cc2c1O
C -4.06 3.10 2.30 0.1433
C -3.46 3.69 1.46 -0.1331
C -2.70 4.42 0.48 -0.1174
C -1.22 4.15 0.52 -0.1198
C -0.59 3.94 -0.69 0.0884
C 0.69 3.70 -0.78 -0.2042
F 1.28 3.51 -1.98 0.1120
C 1.49 3.64 0.34 -0.0556
C 2.84 3.43 0.30 0.0744
C 3.58 3.43 1.39 -0.2671
C 5.05 3.23 1.33 -0.1349
C 5.59 1.76 1.43 -0.1432
C 4.60 0.60 1.27 -0.2066
C 4.04 0.06 2.56 -0.2076
C 3.11 -1.12 2.32 -0.2017
C 1.78 -1.00 3.02 -0.2228
C 0.74 -1.91 2.42 -0.2173
C -0.60 -1.88 3.15 -0.1992
C -1.71 -1.18 2.40 -0.2097
C -1.93 -1.69 0.98 -0.2194
C -3.31 -2.28 0.74 -0.2079
C -3.37 -2.96 -0.62 -0.2171
C -3.73 -2.01 -1.74 -0.2228
C -3.76 -2.70 -3.10 -0.2031
C -3.49 -1.74 -4.26 -0.1969
C -2.06 -1.73 -4.79 -0.2033
C -1.50 -3.09 -5.18 -0.1897
C -0.25 -3.56 -4.41 -0.1912
C -0.14 -3.14 -2.95 -0.2594
C 0.93 -2.09 -2.72 -0.1055
N 2.94 3.66 2.57 -0.3379
Br 3.91 3.76 4.16 0.9972
C 1.65 3.87 2.66 -0.0382
C 0.87 3.86 1.56 -0.0583
C -0.50 4.13 1.64 -0.2116
O -1.05 4.42 2.86 0.0813
H -4.62 2.49 2.95 0.0324
H -3.05 4.05 -0.47 0.1249
H -2.90 5.48 0.56 0.1454
H -1.19 3.99 -1.57 0.1524
H 3.32 3.26 -0.64 0.1560
H 5.38 3.65 0.40 0.1212
H 5.49 3.83 2.12 0.0652
H 6.33 1.66 0.66 0.1076
H 6.10 1.65 2.38 0.1060
H 5.15 -0.21 0.83 0.1190
H 3.81 0.84 0.57 0.1046
H 3.55 0.81 3.16 0.0764
H 4.90 -0.30 3.12 0.1142
H 2.96 -1.22 1.25 0.1067
H 3.58 -2.04 2.63 0.1177
H 1.90 -1.25 4.07 0.1193
H 1.42 0.02 2.91 0.1085
H 0.62 -1.68 1.37 0.0959
H 1.12 -2.92 2.46 0.1183
H -0.92 -2.89 3.36 0.1123
H -0.48 -1.39 4.11 0.1047
H -1.57 -0.11 2.41 0.0964
H -2.62 -1.35 2.96 0.1032
H -1.79 -0.89 0.27 0.1077
H -1.22 -2.48 0.76 0.1002
H -4.06 -1.50 0.77 0.1112
H -3.52 -3.01 1.51 0.1139
H -2.39 -3.38 -0.81 0.0932
H -4.07 -3.79 -0.60 0.1172
H -3.04 -1.18 -1.76 0.1051
H -4.71 -1.62 -1.51 0.1137
H -4.75 -3.12 -3.24 0.1109
H -3.06 -3.52 -3.07 0.0940
H -4.16 -1.96 -5.07 0.1056
H -3.69 -0.74 -3.91 0.1015
H -1.40 -1.20 -4.12 0.0899
H -2.10 -1.13 -5.69 0.1028
H -2.27 -3.85 -5.12 0.1019
H -1.22 -3.06 -6.22 0.1008
H 0.64 -3.28 -4.94 0.1004
H -0.27 -4.64 -4.44 0.1019
H -1.07 -2.75 -2.57 0.0679
H 0.12 -4.00 -2.35 0.1038
H 1.86 -2.38 -3.16 0.0684
H 1.09 -1.91 -1.67 0.0539
H 0.62 -1.15 -3.16 0.0619
H 1.21 4.06 3.61 0.1345
H -1.20 3.60 3.36 0.1355

6.
12
Properties=species:S:1:pos:R:3:lowdin_charge:R:1 method="wB97M-V/def2-TZVPD" energy_ha=-265.46155 homo_ev=-10.23 charge=0 multiplicity=1 smiles=C[C@H]1N[C@H]1C#N
C -1.15 0.83 -0.23 -0.0480
C -0.55 -0.49 0.21 -0.2953
N 0.16 -1.39 -0.72 0.0493
C 0.93 -0.64 0.27 -0.2698
C 1.74 0.40 -0.33 -0.1923
N 2.38 1.16 -0.93 0.1555
H -0.55 1.25 -1.05 0.0745
H -2.18 0.67 -0.58 0.0755
H -1.19 1.61 0.54 0.0856
H -1.13 -1.29 0.65 0.1286
H 0.18 -0.99 -1.64 0.0984
H 1.43 -1.19 1.06 0.1380

Q: Among the records above, which one has the highest charge?
A: C30H31N9O2PtS3

Q: The highest charge belongs to which entry?
A: C30H31N9O2PtS3

Q: Look up the charge of the fourth one.
A: +1